Entry 1:
The following is a DFT calculation (ωB97M-V/def2-TZVPD) of a structure of composition C51H39N3O2P3SScSe2 in a non-equilibrium geometry.

CARTESIAN COORDINATES (ANGSTROEM)
Sc  1.367  2.069  -0.451
O  0.525  3.976  -0.675
C  1.250  4.054  -1.731
O  2.370  3.472  -1.735
C  0.621  4.498  -3.005
C  0.676  5.783  -3.520
C  0.029  6.047  -4.718
C  -0.664  5.036  -5.379
C  -0.708  3.754  -4.850
C  -0.060  3.466  -3.655
P  -0.066  1.806  -2.825
C  0.554  0.691  -4.126
C  1.480  1.203  -5.036
C  2.084  0.376  -5.973
C  1.769  -0.974  -6.013
C  0.862  -1.495  -5.100
C  0.269  -0.676  -4.149
C  -1.860  1.541  -2.621
C  -2.467  2.067  -1.481
C  -3.825  1.888  -1.266
C  -4.591  1.179  -2.184
C  -3.994  0.658  -3.322
C  -2.632  0.839  -3.539
H  1.217  6.564  -3.001
H  0.061  7.044  -5.137
H  -1.169  5.250  -6.312
H  -1.243  2.969  -5.374
H  1.744  2.253  -5.013
H  2.805  0.791  -6.667
H  2.238  -1.620  -6.746
H  0.626  -2.552  -5.108
H  -0.394  -1.116  -3.414
H  -1.884  2.626  -0.758
H  -4.286  2.308  -0.381
H  -5.651  1.033  -2.014
H  -4.583  0.104  -4.042
H  -2.179  0.427  -4.432
Se  -1.125  -4.914  -0.324
P  -1.201  -3.345  1.061
C  -2.900  -2.937  1.550
C  -3.709  -3.954  2.064
C  -5.033  -3.703  2.384
C  -5.574  -2.442  2.157
C  -4.788  -1.437  1.616
C  -3.451  -1.679  1.318
C  -0.269  -3.768  2.554
C  -0.885  -4.144  3.745
C  -0.127  -4.605  4.814
C  1.252  -4.698  4.694
C  1.872  -4.338  3.505
C  1.116  -3.881  2.437
C  -0.544  -1.756  0.452
C  -0.119  -0.536  0.979
N  0.111  0.269  -0.085
N  -0.182  -0.406  -1.182
N  -0.580  -1.610  -0.898
P  0.110  0.256  2.574
Se  0.629  2.322  2.251
C  1.428  -0.563  3.469
C  1.468  -0.557  4.864
C  2.583  -1.058  5.520
C  3.664  -1.536  4.790
C  3.637  -1.508  3.402
C  2.521  -1.025  2.738
C  -1.429  0.150  3.511
C  -2.393  1.147  3.353
C  -3.613  1.038  4.003
C  -3.876  -0.059  4.814
C  -2.918  -1.049  4.977
C  -1.697  -0.944  4.327
H  -3.309  -4.955  2.169
H  -5.650  -4.499  2.782
H  -6.616  -2.253  2.385
H  -5.210  -0.459  1.418
H  -2.853  -0.887  0.884
H  -1.959  -4.074  3.845
H  -0.615  -4.895  5.736
H  1.845  -5.054  5.528
H  2.947  -4.419  3.407
H  1.602  -3.627  1.502
H  0.644  -0.159  5.440
H  2.608  -1.069  6.603
H  4.534  -1.922  5.306
H  4.484  -1.864  2.829
H  2.513  -0.990  1.651
H  -2.181  2.005  2.728
H  -4.358  1.814  3.879
H  -4.831  -0.141  5.319
H  -3.120  -1.905  5.608
H  -0.950  -1.711  4.466
S  3.157  0.379  -0.564
C  4.520  1.153  -1.418
C  5.513  1.862  -0.742
C  6.543  2.481  -1.442
C  6.601  2.398  -2.826
C  5.624  1.683  -3.504
C  4.593  1.067  -2.808
H  5.465  1.935  0.337
H  7.303  3.033  -0.901
H  7.404  2.879  -3.370
H  5.664  1.604  -4.584
H  3.823  0.521  -3.341

The value obtained for the strongest force on any atom is 1.1 eV/A. For the energy above the lowest of the compared OMol25 structures with the same formula, charge and spin, the calculation gives 0.105 eV. The calculation puts the highest occupied orbital energy at -0.2807 Eh. The value obtained for the orbital gap is 7.6548 eV.

Entry 2:
The following is a DFT calculation (ωB97M-V/def2-TZVPD) of a structure of composition C51H40N3P4RuS2Se2.

CARTESIAN COORDINATES (ANGSTROEM)
Ru  0.572  1.189  -0.256
S  1.019  1.259  2.333
P  2.824  0.913  1.524
C  2.612  1.366  -0.169
P  2.712  2.990  -0.839
S  0.791  3.586  -0.590
C  3.125  2.836  -2.579
C  3.221  1.588  -3.185
C  3.495  1.503  -4.543
C  3.668  2.660  -5.288
C  3.571  3.907  -4.681
C  3.302  3.998  -3.327
C  3.936  4.068  -0.107
C  5.288  3.836  -0.367
C  6.243  4.632  0.240
C  5.849  5.658  1.093
C  4.507  5.891  1.345
C  3.543  5.090  0.749
C  4.171  1.697  2.416
C  3.909  2.667  3.377
C  4.962  3.241  4.076
C  6.265  2.850  3.811
C  6.528  1.885  2.845
C  5.483  1.305  2.149
C  3.225  -0.845  1.482
C  2.912  -1.639  2.581
C  3.207  -2.993  2.556
C  3.810  -3.555  1.438
C  4.125  -2.764  0.343
C  3.832  -1.408  0.364
H  3.074  0.687  -2.601
H  3.573  0.534  -5.019
H  3.882  2.592  -6.346
H  3.706  4.807  -5.266
H  3.229  4.971  -2.853
H  5.589  3.046  -1.046
H  7.293  4.461  0.045
H  6.599  6.283  1.561
H  4.209  6.694  2.006
H  2.491  5.254  0.948
H  2.888  2.968  3.577
H  4.763  3.991  4.830
H  7.083  3.294  4.362
H  7.546  1.579  2.646
H  5.686  0.538  1.410
H  2.428  -1.202  3.447
H  2.966  -3.612  3.411
H  4.033  -4.614  1.420
H  4.593  -3.202  -0.528
H  4.067  -0.790  -0.496
Se  -6.833  1.589  0.241
P  -5.296  0.182  0.272
C  -5.080  -0.551  1.925
C  -6.191  -1.125  2.544
C  -6.102  -1.622  3.834
C  -4.910  -1.518  4.538
C  -3.815  -0.906  3.950
C  -3.897  -0.426  2.650
C  -5.555  -1.129  -0.952
C  -6.301  -2.269  -0.645
C  -6.594  -3.198  -1.629
C  -6.169  -2.988  -2.936
C  -5.450  -1.848  -3.251
C  -5.136  -0.926  -2.262
C  -3.618  0.807  -0.117
C  -2.379  0.250  -0.399
N  -1.488  1.281  -0.323
N  -2.157  2.400  -0.048
N  -3.420  2.138  0.065
P  -1.713  -1.363  -0.791
Se  0.490  -1.161  -0.813
C  -2.171  -1.872  -2.448
C  -2.074  -0.912  -3.457
C  -2.270  -1.278  -4.775
C  -2.559  -2.602  -5.090
C  -2.647  -3.556  -4.091
C  -2.445  -3.198  -2.764
C  -2.211  -2.602  0.399
C  -3.494  -3.147  0.330
C  -3.901  -4.067  1.280
C  -3.035  -4.440  2.298
C  -1.763  -3.893  2.374
C  -1.345  -2.969  1.428
H  -7.149  -1.130  2.040
H  -6.973  -2.062  4.300
H  -4.846  -1.889  5.553
H  -2.893  -0.791  4.504
H  -3.036  0.064  2.219
H  -6.660  -2.436  0.360
H  -7.172  -4.078  -1.380
H  -6.411  -3.709  -3.706
H  -5.134  -1.668  -4.270
H  -4.594  -0.024  -2.523
H  -1.849  0.120  -3.209
H  -2.203  -0.534  -5.557
H  -2.711  -2.887  -6.123
H  -2.868  -4.585  -4.339
H  -2.500  -3.952  -1.992
H  -4.179  -2.847  -0.454
H  -4.898  -4.483  1.231
H  -3.357  -5.159  3.040
H  -1.093  -4.181  3.173
H  -0.354  -2.538  1.492

The spin multiplicity is 5. The expectation value of S² is 6.023. The value obtained for the strongest force on any atom is 0.6 eV/A. As for the total charge: +1. The calculation puts the highest occupied orbital energy (alpha / beta) at -0.3454 / -0.3453 Eh. The value obtained for the orbital gap (alpha / beta) is 6.7649 / 4.7549 eV.